A cluster of 8 separate species, C41H105N7O13 in total, computed with ωB97M-V/def2-TZVPD.

Its HOMO-LUMO gap is 8.93 eV. The max |F| is 3.3 eV/Å. Its spin multiplicity is 1. The calculation puts the energy relative to the best compared isomer or geometry (same formula, charge and spin) at 89.7 kcal per mole. As for the SMILES: COC[C@H](C)N.COC[C@H](C)N.COCCNCCOC.COCCNCCOC.COCCNCCOC.COCCNCCOC.COCCNCCOC.CC(C)O.

Atoms and positions in Å:
C -0.788 0.869 0.470
O -0.491 1.846 1.472
C 0.352 1.432 2.513
C -0.448 0.549 3.550
C -1.595 1.376 4.220
N 0.443 0.007 4.555
H -1.415 1.376 -0.264
H -1.334 0.036 0.913
H 0.117 0.612 -0.080
H 1.246 0.900 2.186
H 0.633 2.386 2.959
H -0.811 -0.390 3.133
H -2.364 0.912 4.837
H -2.261 1.911 3.543
H -1.197 2.150 4.876
H -0.131 -0.465 5.239
H 0.786 0.804 5.072
C 4.860 3.950 6.547
O 5.381 2.591 6.461
C 6.659 2.421 5.860
C 7.423 1.153 6.391
C 8.829 1.133 5.762
N 6.682 -0.014 5.951
H 5.042 4.620 5.706
H 5.410 4.456 7.340
H 3.814 3.790 6.806
H 6.516 2.344 4.782
H 7.251 3.309 6.081
H 7.432 1.342 7.464
H 9.333 0.286 6.227
H 9.230 2.078 6.126
H 8.946 1.140 4.679
H 6.942 -0.165 4.987
H 5.698 0.194 5.855
C 8.428 -0.165 0.248
O 7.818 -1.322 0.893
C 7.145 -2.136 -0.021
C 6.630 -3.399 0.773
N 7.725 -4.348 1.103
C 7.400 -5.436 2.075
C 8.596 -6.369 2.372
O 9.773 -5.701 2.850
C 9.585 -5.207 4.177
H 9.432 -0.508 -0.004
H 8.507 0.695 0.913
H 7.872 0.234 -0.601
H 7.793 -2.467 -0.832
H 6.316 -1.607 -0.490
H 5.852 -3.798 0.121
H 6.167 -3.052 1.697
H 8.490 -3.792 1.459
H 6.604 -6.048 1.650
H 7.079 -4.981 3.012
H 8.982 -6.789 1.443
H 8.272 -7.226 2.962
H 8.831 -4.422 4.244
H 10.513 -4.755 4.528
H 9.350 -6.016 4.869
C -0.088 -1.257 -6.197
O -1.239 -0.356 -6.366
C -2.173 -1.064 -7.137
C -3.064 -0.078 -7.845
N -3.749 0.742 -6.851
C -4.532 1.838 -7.399
C -5.275 2.544 -6.215
O -4.349 3.011 -5.149
C -4.890 3.956 -4.256
H -0.219 -2.277 -5.835
H 0.574 -0.764 -5.486
H 0.553 -1.375 -7.071
H -2.642 -1.764 -6.445
H -1.724 -1.682 -7.914
H -3.763 -0.738 -8.359
H -2.472 0.496 -8.557
H -3.219 1.050 -6.048
H -5.331 1.428 -8.016
H -3.957 2.592 -7.937
H -6.168 2.077 -5.799
H -5.667 3.443 -6.692
H -4.918 4.939 -4.726
H -4.217 4.072 -3.407
H -5.852 3.646 -3.845
C -8.454 -1.422 -0.445
O -8.495 -2.547 -1.320
C -8.515 -2.171 -2.725
C -8.608 -3.348 -3.791
N -8.436 -2.759 -5.130
C -8.230 -3.762 -6.177
C -9.249 -4.912 -6.254
O -8.983 -6.021 -5.336
C -9.539 -7.288 -5.677
H -9.482 -1.073 -0.350
H -7.981 -0.559 -0.915
H -8.134 -1.815 0.520
H -7.714 -1.479 -2.987
H -9.430 -1.579 -2.749
H -9.591 -3.800 -3.663
H -7.927 -4.157 -3.526
H -7.594 -2.205 -5.206
H -7.272 -4.273 -6.090
H -8.253 -3.191 -7.106
H -9.127 -5.433 -7.204
H -10.276 -4.553 -6.189
H -9.450 -7.955 -4.820
H -9.051 -7.679 -6.570
H -10.617 -7.199 -5.809
C 8.973 6.691 -5.048
O 7.704 6.330 -5.591
C 7.855 5.316 -6.645
C 6.439 4.604 -6.786
N 5.301 5.495 -7.265
C 3.984 4.791 -7.199
C 3.453 4.730 -5.751
O 3.686 5.995 -5.083
C 3.118 6.180 -3.785
H 8.852 7.316 -4.163
H 9.621 7.259 -5.716
H 9.625 5.878 -4.729
H 8.650 4.593 -6.464
H 8.081 5.819 -7.586
H 6.214 4.240 -5.784
H 6.608 3.719 -7.399
H 5.099 6.170 -6.541
H 4.000 3.800 -7.652
H 3.305 5.381 -7.815
H 3.947 3.980 -5.133
H 2.388 4.500 -5.771
H 3.085 7.207 -3.423
H 3.686 5.628 -3.036
H 2.143 5.734 -3.589
C -2.407 -6.362 0.239
O -2.234 -7.224 1.323
C -1.769 -6.743 2.596
C -2.726 -5.760 3.319
N -2.181 -5.371 4.651
C -3.258 -5.143 5.627
C -2.737 -4.894 7.077
O -2.276 -3.504 7.114
C -1.926 -3.030 8.392
H -3.272 -5.727 0.427
H -2.566 -7.032 -0.606
H -1.508 -5.762 0.099
H -0.789 -6.271 2.522
H -1.727 -7.670 3.168
H -3.717 -6.195 3.441
H -2.946 -4.876 2.720
H -1.600 -4.547 4.574
H -3.762 -6.109 5.605
H -3.929 -4.337 5.326
H -1.920 -5.592 7.256
H -3.553 -5.043 7.785
H -2.762 -3.022 9.092
H -1.446 -2.053 8.343
H -1.141 -3.682 8.774
C -7.011 7.160 6.834
C -6.882 8.569 7.435
C -8.194 9.160 7.728
O -6.231 8.387 8.684
H -6.017 6.713 6.802
H -7.511 7.197 5.866
H -7.615 6.514 7.470
H -6.252 9.212 6.820
H -8.103 10.220 7.966
H -8.615 8.692 8.618
H -8.940 9.073 6.938
H -6.860 8.075 9.338

***

A structure of composition C27H42N2O4PdSSi2Te, computed with ωB97M-V/def2-TZVPD.

Its HOMO-LUMO gap is 5.18 eV. The max |F| is 1.2 eV/Å. Its spin multiplicity is 1. The net charge is -2.

Atoms and positions in Å:
Pd 0.645 0.710 -0.996
C 4.778 0.060 3.024
O 3.610 -0.564 3.542
C 2.407 0.051 3.251
C 1.447 -0.010 4.246
C 0.183 0.546 4.053
C -0.066 1.242 2.876
C 0.884 1.303 1.862
C 0.725 2.216 0.688
N -0.405 2.778 0.416
N -0.420 3.938 -0.347
C 0.270 3.964 -1.476
O 0.972 3.087 -2.033
C 0.137 5.297 -2.204
C -0.790 6.269 -1.837
C -0.811 7.505 -2.474
C 0.101 7.793 -3.486
C 1.020 6.821 -3.866
C 1.031 5.581 -3.228
C 2.111 0.590 1.961
O 2.875 0.423 0.940
H 5.588 -0.666 3.125
H 5.022 0.950 3.616
H 4.647 0.340 1.981
H 1.701 -0.518 5.172
H -0.577 0.464 4.822
H -1.006 1.757 2.723
H 1.643 2.698 0.362
H -1.482 6.033 -1.039
H -1.539 8.252 -2.178
H 0.092 8.760 -3.975
H 1.734 7.029 -4.655
H 1.735 4.805 -3.502
C -2.817 -2.459 2.039
Si -4.278 -1.553 1.335
C -4.728 -0.169 2.498
C -5.726 -2.758 1.368
C -3.981 -0.894 -0.346
Te -2.148 0.384 -0.317
C -0.989 -1.405 -0.717
Si -0.417 -1.367 -2.509
C -2.024 -1.407 -3.484
C 0.319 -3.050 -2.914
C 0.679 -0.098 -3.400
H -3.023 -2.787 3.065
H -1.941 -1.798 2.061
H -2.557 -3.342 1.443
H -4.704 -0.499 3.542
H -5.731 0.222 2.283
H -4.011 0.653 2.383
H -5.912 -3.132 2.385
H -5.536 -3.623 0.719
H -6.644 -2.270 1.014
H -4.807 -0.241 -0.660
H -3.861 -1.666 -1.115
H -1.657 -2.254 -0.534
H -0.167 -1.442 0.000
H -2.602 -2.306 -3.221
H -1.813 -1.440 -4.562
H -2.649 -0.530 -3.279
H -0.320 -3.862 -2.539
H 1.319 -3.146 -2.478
H 0.405 -3.158 -4.006
H 1.195 0.654 -2.747
H 0.105 0.484 -4.117
H 1.496 -0.641 -3.881
O 2.587 -1.698 -1.052
S 3.474 -1.904 0.164
C 2.395 -2.499 1.484
C 1.987 -3.905 1.088
C 3.306 -4.613 0.780
C 4.093 -3.638 -0.109
H 1.566 -1.796 1.565
H 2.982 -2.468 2.410
H 1.374 -3.854 0.185
H 1.405 -4.405 1.864
H 3.143 -5.582 0.303
H 3.847 -4.792 1.714
H 3.938 -3.815 -1.174
H 5.167 -3.636 0.101

***

A cluster of 10 separate species, C11H42N2O15 in total, computed with ωB97M-V/def2-TZVPD.

Its HOMO-LUMO gap is 10.14 eV. The max |F| is 3.9 eV/Å. Its spin multiplicity is 1. As for the SMILES: NC(N)=O.OCCO.OCCO.OCCO.OCCO.OCCO.O.O.O.O.

Atoms and positions in Å:
N -1.084 -4.080 4.433
C -0.030 -3.665 3.444
N -0.566 -2.896 2.396
O 1.179 -3.883 3.610
H -2.075 -3.953 4.352
H -0.726 -4.715 5.115
H 0.141 -2.593 1.735
H -1.372 -3.262 1.884
O 4.123 0.647 0.995
C 4.079 0.520 2.414
C 2.956 -0.448 2.805
O 1.705 -0.082 2.213
H 3.428 1.302 0.776
H 5.014 0.092 2.767
H 3.904 1.521 2.866
H 2.883 -0.553 3.879
H 3.175 -1.428 2.401
H 1.326 0.712 2.647
O 1.382 4.998 -0.143
C 2.744 4.802 0.089
C 3.000 3.757 1.160
O 2.222 2.605 0.849
H 1.083 5.637 0.509
H 3.195 4.422 -0.823
H 3.269 5.769 0.253
H 2.700 4.181 2.120
H 4.030 3.489 1.161
H 1.447 2.972 0.382
O -3.645 -1.930 0.221
C -4.711 -2.189 -0.612
C -4.318 -1.933 -2.120
O -3.123 -2.594 -2.458
H -3.870 -2.421 1.018
H -5.028 -3.247 -0.500
H -5.566 -1.551 -0.345
H -4.072 -0.869 -2.276
H -5.129 -2.268 -2.759
H -2.454 -2.551 -1.745
O -1.918 5.877 -1.279
C -1.398 4.747 -1.917
C -2.094 3.420 -1.639
O -3.487 3.646 -1.993
H -2.484 6.299 -1.928
H -1.411 4.891 -3.018
H -0.368 4.685 -1.580
H -2.080 3.139 -0.591
H -1.745 2.621 -2.279
H -3.899 4.082 -1.247
O -0.963 -1.772 -0.842
C -0.599 -0.406 -0.906
C 0.773 -0.300 -1.493
O 1.745 -0.977 -0.708
H -1.745 -1.860 -0.283
H -1.294 0.199 -1.482
H -0.584 0.028 0.115
H 1.033 0.773 -1.624
H 0.875 -0.870 -2.416
H 1.593 -0.788 0.253
O 1.151 -3.822 -0.586
H 2.050 -3.935 -0.243
H 1.075 -2.867 -0.779
O -1.040 -1.069 -4.098
H -1.595 -1.695 -3.575
H -0.658 -1.669 -4.757
O 4.630 -0.878 -1.556
H 4.754 -0.242 -0.829
H 3.697 -1.106 -1.437
O -2.002 -4.495 0.055
H -2.036 -5.215 -0.583
H -1.193 -4.758 0.535

***

A structure of composition C30H34N2OPY, computed with ωB97M-V/def2-TZVPD.

Its HOMO-LUMO gap is 7.74 eV. The max |F| is 0.2 eV/Å. Its spin multiplicity is 1. The calculation puts the energy relative to the best compared isomer or geometry (same formula, charge and spin) at 0.0 kcal per mole. The net charge is +2.

Atoms and positions in Å:
Y 0.484 0.190 1.568
C -0.789 -3.491 2.013
C 0.397 -2.609 2.256
C 1.440 -2.524 1.323
C 2.577 -1.751 1.570
C 2.710 -1.074 2.781
C 1.688 -1.164 3.733
C 0.544 -1.913 3.465
H -0.618 -4.455 2.499
H -0.928 -3.676 0.949
H -1.697 -3.066 2.437
H 1.363 -3.073 0.394
H 3.366 -1.718 0.830
H 3.615 -0.519 2.997
H 1.792 -0.672 4.693
H -0.242 -1.969 4.209
N -0.632 2.275 0.794
C -1.526 2.906 1.819
C -0.990 4.236 2.319
C 0.194 4.181 3.279
C 1.494 3.574 2.766
N 1.560 2.087 2.951
H -0.044 3.000 0.393
H -1.207 1.959 0.014
H -1.656 2.209 2.651
H -2.511 3.054 1.379
H -1.807 4.747 2.830
H -0.742 4.867 1.458
H -0.102 3.673 4.204
H 0.420 5.207 3.573
H 2.328 4.024 3.306
H 1.647 3.796 1.708
H 1.315 1.916 3.927
H 2.548 1.837 2.913
O -1.785 -0.229 2.132
C -1.556 -0.488 0.940
C -2.460 -0.561 -0.190
C -3.850 -0.679 -0.142
C -4.569 -0.598 -1.321
C -3.902 -0.367 -2.522
C -2.519 -0.235 -2.570
C -1.777 -0.356 -1.404
P 0.077 -0.295 -1.315
C 0.533 -1.996 -1.776
C 1.876 -2.249 -2.068
C 2.304 -3.548 -2.291
C 1.399 -4.602 -2.219
C 0.062 -4.352 -1.950
C -0.374 -3.049 -1.731
C 0.591 0.712 -2.726
C 1.054 2.004 -2.494
C 1.426 2.821 -3.553
C 1.342 2.340 -4.849
C 0.898 1.045 -5.092
C 0.525 0.230 -4.038
H -4.345 -0.827 0.809
H -5.646 -0.696 -1.311
H -4.472 -0.285 -3.438
H -2.035 -0.043 -3.519
H 2.584 -1.430 -2.137
H 3.342 -3.739 -2.530
H 1.736 -5.615 -2.391
H -0.648 -5.168 -1.922
H -1.422 -2.861 -1.533
H 1.144 2.365 -1.474
H 1.788 3.824 -3.369
H 1.639 2.972 -5.676
H 0.848 0.669 -6.105
H 0.199 -0.785 -4.232

***

A cluster of 2 separate species, C5H8IN2 in total, computed with ωB97M-V/def2-TZVPD.

Its HOMO-LUMO gap is 9.26 eV. The max |F| is 4.2 eV/Å. Its spin multiplicity is 1. The calculation puts the energy relative to the best compared isomer or geometry (same formula, charge and spin) at 0.0 kcal per mole. The net charge is +1.

Atoms and positions in Å:
C -0.255 2.912 0.029
C 0.851 2.122 -0.066
C -1.489 2.325 0.223
C 0.788 0.770 0.113
C -1.526 0.902 0.209
N -0.101 -2.669 0.038
N -0.433 0.152 0.094
I -3.504 -0.134 -0.060
H -0.166 4.050 -0.003
H 1.832 2.520 -0.309
H -2.525 2.859 0.341
H 1.618 0.218 0.084
H -0.300 -3.420 0.686
H 0.838 -3.021 -0.218
H -0.805 -2.611 -0.662
H -0.483 -0.983 0.167

***

An isolated molecule of C13H17N, computed with ωB97M-V/def2-TZVPD.

Its HOMO-LUMO gap is 9.48 eV. The max |F| is 4.1 eV/Å. Its spin multiplicity is 1. The calculation puts the energy relative to the best compared isomer or geometry (same formula, charge and spin) at 107.8 kcal per mole. As for the SMILES: CC=C=CCN(C)Cc1ccccc1.

Atoms and positions in Å:
C 5.149 -0.392 0.099
C 3.953 -1.280 0.585
C 2.792 -1.319 -0.060
C 1.516 -1.047 -0.345
C 0.662 -0.082 0.384
N 0.071 0.995 -0.395
C 1.075 2.048 -0.654
C -1.132 1.508 0.096
C -2.280 0.439 0.069
C -3.140 0.253 1.104
C -4.315 -0.396 0.966
C -4.356 -1.220 -0.132
C -3.371 -1.321 -1.108
C -2.310 -0.431 -1.072
H 5.053 0.480 -0.583
H 5.553 0.067 1.014
H 5.920 -0.861 -0.429
H 3.945 -2.172 1.329
H 0.992 -1.549 -1.102
H 0.986 0.309 1.310
H -0.246 -0.692 0.711
H 1.705 1.550 -1.531
H 0.560 2.971 -1.008
H 1.655 2.358 0.266
H -1.435 2.280 -0.515
H -1.118 1.899 1.064
H -2.831 0.844 1.922
H -5.050 -0.627 1.747
H -5.050 -2.033 -0.137
H -3.385 -2.079 -1.771
H -1.571 -0.498 -1.823

***

A structure of composition C15H36O10S5, computed with ωB97M-V/def2-TZVPD.

Its HOMO-LUMO gap is 9.33 eV. The max |F| is 1.1 eV/Å. Its spin multiplicity is 1. The calculation puts the energy relative to the best compared isomer or geometry (same formula, charge and spin) at 0.0 kcal per mole.

Atoms and positions in Å:
C -2.855 5.896 -0.598
C -2.542 4.544 -0.031
O -3.358 3.810 0.451
O -1.244 4.226 -0.158
C -0.749 3.113 0.604
C -0.349 1.992 -0.348
C -1.450 1.604 -1.355
C -1.113 1.696 -2.828
C 0.302 1.429 -3.308
O 0.181 1.810 -4.709
S -0.425 3.281 -4.632
O 0.581 4.190 -4.193
O -1.131 3.547 -5.835
O -1.421 2.993 -3.444
H -3.448 6.457 0.123
H -3.477 5.741 -1.484
H -1.956 6.429 -0.896
H -1.443 2.799 1.382
H 0.159 3.474 1.094
H -0.059 1.103 0.221
H 0.567 2.327 -0.846
H -2.348 2.205 -1.197
H -1.762 0.573 -1.173
H -1.767 1.003 -3.362
H 0.667 0.416 -3.173
H 0.992 2.160 -2.879
C 2.131 0.948 4.278
S 1.700 1.009 2.538
O 0.908 -0.216 2.234
C 3.360 0.726 1.928
H 1.212 1.059 4.850
H 2.595 -0.013 4.499
H 2.811 1.767 4.509
H 3.741 -0.214 2.328
H 4.007 1.550 2.229
H 3.313 0.677 0.842
C -5.404 -0.436 -5.826
S -3.879 0.498 -5.654
O -3.841 0.998 -4.254
C -4.369 1.888 -6.674
H -5.312 -1.331 -5.214
H -6.240 0.169 -5.476
H -5.539 -0.717 -6.870
H -5.279 2.329 -6.267
H -4.526 1.548 -7.698
H -3.554 2.610 -6.643
C 6.472 -4.189 3.026
S 5.377 -3.088 2.123
O 5.521 -1.740 2.741
C 3.841 -3.755 2.761
H 7.495 -3.894 2.802
H 6.280 -4.090 4.094
H 6.303 -5.214 2.695
H 3.830 -3.693 3.847
H 3.727 -4.789 2.434
H 3.031 -3.152 2.356
C 0.604 -6.784 4.627
S 0.716 -5.188 3.809
O 1.557 -4.328 4.682
C -0.984 -4.696 4.102
H 1.591 -7.241 4.593
H 0.298 -6.636 5.662
H -0.111 -7.415 4.098
H -1.175 -4.693 5.174
H -1.656 -5.385 3.589
H -1.106 -3.693 3.698

***

| no. | HOMO (eV) |
| --- | --- |
| 1 | -8.62 |
| 2 | -0.96 |
| 3 | -9.96 |
| 4 | -13.63 |
| 5 | -13.50 |
| 6 | -8.52 |
| 7 | -8.88 |